1.
The following is a DFT calculation (the ωB97M-V functional and the def2-TZVPD basis) of a 2-piece molecular cluster, C4H12 overall at a distorted geometry.

Calculated values
- E (eV) = -4342.351
- multiplicity = 1
- HOMO level (hartree) = -0.43361
- charge = 0
- structure (SMILES) = CC.CC
- gap between HOMO and LUMO (eV) = 13.0
- E_LUMO (Ha) = 0.0426

Cartesian coordinates (Å):
C: -0.87859 -2.02892 -0.13104
C: 0.30106 -2.06128 -1.11284
H: -1.85037 -2.10709 -0.61154
H: -0.82574 -2.82591 0.60767
H: -0.82201 -1.06217 0.36208
H: 0.22149 -2.84451 -1.87001
H: 1.19768 -2.28798 -0.53531
H: 0.44431 -1.12189 -1.64536
C: 0.77016 1.48600 0.42649
C: -0.22878 2.58083 0.83392
H: 1.48581 1.27348 1.22540
H: 0.26793 0.59272 0.08317
H: 1.41090 1.85788 -0.38291
H: -0.44841 2.51916 1.89613
H: 0.11712 3.58161 0.57642
H: -1.16257 2.44808 0.27773

2.
The following is a DFT calculation (the ωB97M-V functional and the def2-TZVPD basis) of C25H45NP2STi as an isolated structure at a distorted geometry.

Calculated values
- E (eV) = -80665.714
- multiplicity = 2
- HOMO level (spin up / spin down) (hartree) = -0.38147 / -0.38355
- charge = +1
- gap between HOMO and LUMO (spin up / spin down) (eV) = 6.8 / 6.6
- E_LUMO (spin up / spin down) (Ha) = -0.1322 / -0.1415

Cartesian coordinates (Å):
Ti: -0.31555 0.08426 -0.02572
C: -1.82690 1.71158 0.78343
C: -2.29358 0.81124 -0.26277
C: -2.08571 -0.37653 1.75078
C: -1.82045 0.98669 2.01334
C: -2.40487 -0.51659 0.35922
C: -1.80588 3.19719 0.68955
H: -1.46261 3.53598 -0.30196
H: -1.13660 3.62309 1.45187
H: -2.82294 3.60751 0.86242
C: -1.68655 1.55313 3.36969
H: -1.34837 2.58615 3.38129
H: -1.01902 0.95382 4.00601
H: -2.68707 1.56041 3.83155
C: -2.26925 -1.45585 2.76056
H: -3.33578 -1.70277 2.93620
H: -1.84461 -1.15208 3.72736
H: -1.76934 -2.39052 2.44309
C: -2.97064 -1.73461 -0.29426
H: -4.01357 -1.53882 -0.60196
H: -2.95507 -2.58646 0.40172
H: -2.39815 -2.03628 -1.18232
C: -3.04661 1.24988 -1.48829
H: -4.08945 1.50562 -1.15416
H: -3.09902 0.45804 -2.23738
H: -2.62402 2.12751 -2.00493
C: 1.46315 0.32897 -1.54572
C: 0.36915 1.14098 -1.79581
C: -0.05736 1.33936 -3.23971
C: -0.98728 0.23521 -3.77091
C: -1.00208 -1.01616 -2.93256
C: 0.10061 -1.77869 -2.85519
C: 1.42966 -1.40348 -3.44694
C: 2.22463 -0.31577 -2.67981
H: 0.83230 1.39844 -3.88419
H: -0.66564 -0.07099 -4.78235
H: -0.53875 2.32626 -3.35595
H: 2.57006 0.46145 -3.37636
H: 2.02576 0.36711 -0.59778
H: 0.07508 1.97716 -1.12958
H: 3.16651 -0.74580 -2.31206
H: 2.02023 -2.33412 -3.52443
H: 0.02900 -2.82366 -2.56560
H: 1.26022 -1.07053 -4.47761
H: -2.00105 0.63036 -3.89251
H: -1.97757 -1.38722 -2.62611
P: 1.84590 2.13073 1.07600
C: 1.50706 2.73429 2.75739
H: 2.31741 3.42928 2.98512
H: 1.49496 1.91898 3.49189
H: 0.55335 3.26449 2.77062
C: 3.57718 1.53355 1.25516
H: 4.20229 2.43548 1.31568
H: 3.88873 0.94377 0.38477
H: 3.70841 0.93564 2.17027
C: 1.97114 3.62940 0.06781
H: 2.10011 3.36407 -0.98783
H: 2.85290 4.16766 0.43452
H: 1.06326 4.23506 0.20023
P: 0.65186 -2.66209 0.36367
C: -0.09290 -4.11670 -0.46358
H: 0.69570 -4.87567 -0.58587
H: -0.53573 -3.86370 -1.43252
H: -0.88597 -4.50756 0.19133
C: 2.34509 -2.43557 -0.33884
H: 2.20874 -1.97736 -1.31220
H: 2.81231 -3.41634 -0.47900
H: 2.97125 -1.79131 0.29901
C: 1.12735 -3.45847 1.93840
H: 1.28822 -4.51004 1.70433
H: 0.30656 -3.35168 2.65729
H: 2.04763 -3.02528 2.34899
S: 1.42030 -0.43706 2.17652
C: 0.84967 -0.70917 3.73711
N: 0.50221 -0.90485 4.85060

3.
The following is a DFT calculation (the ωB97M-V functional and the def2-TZVPD basis) of one molecule with the formula C3H6N2S at a distorted geometry.

Calculated values
- E (eV) = -17021.178
- multiplicity = 1
- HOMO level (hartree) = -0.28846
- charge = 0
- structure (SMILES) = C=NNC(C)=S
- gap between HOMO and LUMO (eV) = 8.2
- E_LUMO (Ha) = 0.0138

Cartesian coordinates (Å):
C: 2.01614 -0.38975 0.58240
C: 0.83902 -0.17349 -0.45335
C: -2.45054 0.44388 -0.45114
H: 2.43202 -1.41808 0.57098
H: 1.46439 -0.29551 1.53400
H: 2.79680 0.34959 0.42518
H: -0.62109 -0.02080 1.01510
H: -2.80327 0.20565 0.61818
H: -3.37434 0.71267 -1.05510
N: -0.40185 -0.05668 0.03554
N: -1.21696 0.48055 -0.89038
S: 1.31968 0.16199 -1.93140

4.
The following is a DFT calculation (the ωB97M-V functional and the def2-TZVPD basis) of C21H57CaF6N10O11P3S2 as an isolated structure at a distorted geometry.

Calculated values
- E (eV) = -144402.647
- multiplicity = 1
- HOMO level (hartree) = -0.31384
- charge = 0
- gap between HOMO and LUMO (eV) = 6.5
- E_LUMO (Ha) = -0.0744

Cartesian coordinates (Å):
Ca: -0.01517 0.65951 0.66399
C: -1.92289 2.70963 6.00073
F: -3.12242 2.95429 5.40088
F: -1.81204 3.47496 7.02990
F: -1.84005 1.40715 6.35055
S: -0.54959 3.08888 4.65736
O: -0.84031 2.17245 3.54830
O: -0.76787 4.45659 4.28003
O: 0.74181 2.81264 5.34018
C: -5.33142 1.11376 -2.14753
F: -6.51533 1.59888 -2.19145
F: -5.20931 0.23621 -3.07397
F: -4.55923 2.09873 -2.57048
S: -4.70747 0.45150 -0.44571
O: -3.24204 0.70578 -0.49771
O: -5.39714 1.24817 0.54373
O: -5.09325 -0.95458 -0.49609
C: 5.25453 0.65602 3.14521
N: 4.12353 0.86172 2.15091
O: 3.22076 0.02393 2.14463
O: 4.06009 1.83190 1.42285
H: 5.18069 1.35095 3.98170
H: 6.15329 0.82439 2.55193
H: 5.05747 -0.36815 3.46199
O: -0.72298 -2.28792 2.92615
P: -1.24643 -3.60299 3.52372
N: -1.34141 -4.93721 2.51929
C: -0.98637 -6.33784 2.88449
C: -2.34873 -4.97829 1.41855
N: -2.73712 -3.51652 4.37467
C: -3.41476 -4.60953 5.02262
C: -3.63786 -2.32182 4.24680
N: -0.06545 -3.94855 4.76226
C: -0.16281 -3.19566 6.02596
C: 1.38727 -4.28063 4.43113
H: -1.44977 -7.10878 2.26884
H: -1.34680 -6.48016 3.90329
H: 0.06840 -6.60093 2.80492
H: -1.99159 -5.58647 0.58748
H: -2.46819 -3.93980 1.10976
H: -3.25084 -5.54506 1.64895
H: -4.37557 -4.69080 4.51435
H: -2.96943 -5.59647 4.89715
H: -3.57888 -4.44783 6.08799
H: -3.16576 -1.48226 3.73655
H: -4.43508 -2.65749 3.58357
H: -3.73352 -1.98650 5.27952
H: 0.53372 -3.36706 6.84667
H: -0.06562 -2.13890 5.77712
H: -1.15725 -3.35858 6.44148
H: 1.88577 -4.67559 5.31635
H: 2.01802 -3.40552 4.27478
H: 1.42118 -4.99345 3.60721
O: 0.61658 3.70054 -1.46768
P: 0.48662 5.08719 -1.93407
N: 0.95029 5.17774 -3.62767
C: 2.38644 5.30359 -3.88479
C: 0.20572 4.40383 -4.51045
N: 1.47729 6.20147 -1.10005
C: 1.65552 6.07276 0.38534
C: 1.44175 7.54071 -1.57304
N: -1.06745 5.86976 -1.88785
C: -2.01402 5.62028 -0.75553
C: -1.54199 6.76229 -2.92469
H: 2.81251 5.99914 -3.16175
H: 2.50838 5.70411 -4.89118
H: 2.80218 4.32041 -3.66428
H: -0.18079 3.52039 -4.00227
H: 0.88097 4.13144 -5.32159
H: -0.57671 4.89826 -5.08615
H: 0.88423 6.39986 1.08264
H: 1.83120 5.03189 0.65703
H: 2.54663 6.62342 0.68668
H: 1.91650 7.67670 -2.54475
H: 0.47817 8.03716 -1.68768
H: 2.02610 8.16829 -0.90015
H: -1.52432 5.65745 0.21756
H: -2.68631 6.47173 -0.64994
H: -2.63578 4.72984 -0.84843
H: -2.30522 7.45118 -2.56275
H: -1.99533 6.07197 -3.63606
H: -0.75450 7.30225 -3.45042
O: 1.11308 -1.53799 -1.95631
P: 1.50634 -2.40195 -3.13337
N: 0.20058 -2.71509 -4.15512
C: -0.93579 -3.42593 -3.53021
C: -0.29619 -1.77611 -5.14890
N: 2.21004 -3.90144 -2.52512
C: 2.25891 -5.02883 -3.36101
C: 2.40458 -4.18802 -1.11216
N: 2.77978 -1.77667 -4.02597
C: 3.47015 -2.53682 -4.96244
C: 3.45694 -0.59472 -3.50827
H: -1.58061 -3.78109 -4.33406
H: -1.48373 -2.76586 -2.85780
H: -0.57001 -4.35589 -3.09492
H: 0.58990 -1.43903 -5.68678
H: -0.78252 -0.89870 -4.72261
H: -1.07264 -2.28524 -5.71987
H: 3.25017 -5.48185 -3.34416
H: 1.68754 -5.88513 -3.00269
H: 2.02592 -4.83624 -4.40826
H: 2.96617 -5.11364 -0.98587
H: 3.06452 -3.43594 -0.67979
H: 1.51154 -4.11723 -0.49122
H: 2.94218 -3.14984 -5.69289
H: 4.12352 -1.93894 -5.59786
H: 4.18008 -3.22540 -4.50422
H: 3.57212 -0.07710 -4.46058
H: 4.47666 -0.60801 -3.12345
H: 2.77682 0.00582 -2.90420

5.
The following is a DFT calculation (the ωB97M-V functional and the def2-TZVPD basis) of a 2-piece molecular cluster, CH2O4 overall at a distorted geometry.

Calculated values
- E (eV) = -9254.038
- multiplicity = 1
- HOMO level (spin up / spin down) (hartree) = -0.36499 / -0.34563
- charge = 0
- gap between HOMO and LUMO (spin up / spin down) (eV) = 9.2 / 8.8
- E_LUMO (spin up / spin down) (Ha) = -0.0267 / -0.0232

Cartesian coordinates (Å):
C: -0.00770 0.74438 0.39112
O: 0.76314 1.60054 0.75846
O: -0.15111 -1.16177 -0.36773
O: -1.28915 0.76807 0.34097
O: 1.00664 -1.85265 -0.43686
H: -1.68961 1.60964 0.64315
H: 1.36780 -1.70821 -1.32911

6.
The following is a DFT calculation (the ωB97M-V functional and the def2-TZVPD basis) of one molecule with the formula C4H6S3 at a distorted geometry.

Calculated values
- E (eV) = -36748.710
- multiplicity = 1
- HOMO level (hartree) = -0.32494
- charge = 0
- structure (SMILES) = CSC(=S)CC=S
- gap between HOMO and LUMO (eV) = 8.1
- E_LUMO (Ha) = -0.0269

Cartesian coordinates (Å):
C: 0.50929 -0.40346 -3.09640
C: -0.03827 -0.50424 -0.40751
C: 0.52979 -0.57060 0.97450
C: 0.11293 0.83994 1.54749
H: 1.24715 -0.17545 -3.81516
H: 0.28076 -1.50016 -3.34972
H: -0.33531 0.35999 -3.18437
H: 1.63207 -0.55908 1.07363
H: 0.19027 -1.48974 1.51768
H: -0.08809 1.71670 0.62208
S: 1.28620 -0.17171 -1.49920
S: -1.57830 -0.68856 -0.84560
S: -0.30848 1.20263 3.15901

Per-record relative energy (zero: lowest compared OMol25 entry of this formula, charge and spin), eV: 0.177; 1.157; 2.863; 8.333; 3.100; 1.548